{"formula": "C5H8O", "method": "wB97M-V/def2-TZVPD", "e_homo_ev": -9.580, "lumo_energy_ev": 0.9, "gap_ev": 10.476, "smiles": "CC#CCCO", "e_above_lowest_kcal_mol": 44.2, "energy_ha": -270.4875, "species": ["O", "C", "C", "C", "C", "C", "H", "H", "H", "H", "H", "H", "H", "H"], "xyz": [[2.3500, -1.0338, -0.0015], [-2.8194, -0.6712, -0.0002], [-0.3496, 0.3414, -0.0811], [0.9581, 0.9508, -0.3553], [-1.4720, -0.1021, -0.0100], [2.1607, 0.3167, 0.3483], [-2.8807, -1.5291, 0.6773], [0.9134, 2.0159, -0.1003], [2.0823, 0.4468, 1.4385], [1.1234, 0.8776, -1.4367], [1.5277, -1.4989, 0.1995], [3.0634, 0.8410, 0.0182], [-3.5733, 0.0597, 0.3087], [-3.0840, -1.0150, -1.0053]], "atomic_forces_ev_per_a": [[-0.2, -0.2, 0.0], [-0.1, -0.1, 0.0], [-0.7, -0.3, 0.0], [0.0, 0.1, -0.1], [0.8, 0.2, 0.0], [0.0, 0.4, 0.1], [0.0, 0.1, -0.1], [0.1, -0.1, 0.0], [-0.1, -0.1, -0.2], [0.0, 0.1, 0.1], [0.1, 0.0, 0.0], [-0.1, -0.1, 0.1], [0.2, -0.1, 0.0], [0.0, 0.0, 0.1]], "nbo_charge": [-0.71, -0.68, -0.05, -0.50, 0.01, -0.05, 0.24, 0.23, 0.16, 0.23, 0.47, 0.18, 0.23, 0.23]}